No. 1
{"formula": "H6O3", "method": "ωB97M-V/def2-TZVPD", "lumo_ev": [3.607, 3.586], "homo_energy_ev": [1.0328, -6.5001], "spin_multiplicity": 2, "total_charge": -1, "s_squared": 0.75, "largest_force_ev_per_a": 0.885, "species": ["O", "H", "H", "O", "H", "H", "O", "H", "H"], "positions_angstrom": [[-1.328, 0.027, -2.904], [-1.057, -0.433, -2.090], [-2.294, 0.014, -2.938], [0.062, -0.590, -0.538], [0.427, -0.558, 0.371], [0.871, -0.602, -1.067], [1.028, 0.471, 2.762], [0.454, 0.678, 3.526], [1.837, 0.994, 2.878]]}


No. 2
{"formula": "C40H38N4PSSc", "method": "ωB97M-V/def2-TZVPD", "lumo_ev": [0.147, -0.040], "homo_energy_ev": [-5.7951, -6.4225], "largest_force_ev_per_a": 0.799, "species": ["Sc", "C", "C", "N", "N", "C", "N", "S", "C", "C", "C", "C", "C", "N", "H", "H", "H", "H", "H", "H", "H", "H", "H", "H", "C", "C", "C", "C", "C", "C", "P", "C", "C", "C", "C", "C", "C", "C", "C", "C", "C", "C", "C", "C", "C", "C", "C", "H", "H", "H", "H", "H", "H", "H", "H", "H", "H", "H", "H", "H", "H", "H", "H", "C", "C", "C", "C", "C", "C", "C", "C", "C", "C", "H", "H", "H", "H", "H", "H", "H", "H", "H", "H", "H", "H"], "positions_angstrom": [[-0.253, 0.031, 0.110], [-1.166, 0.736, 4.529], [-1.017, 0.244, 3.117], [-0.218, 0.809, 2.190], [0.570, 1.869, 2.589], [1.384, 2.491, 1.751], [2.112, 3.515, 2.298], [1.506, 2.131, 0.115], [-1.792, -0.845, 2.659], [-2.803, -1.448, 3.447], [-3.538, -2.485, 2.942], [-3.273, -2.956, 1.645], [-2.292, -2.328, 0.922], [-1.568, -1.291, 1.378], [-0.365, 1.394, 4.858], [-1.168, -0.104, 5.222], [-2.105, 1.284, 4.665], [0.516, 2.191, 3.538], [2.401, 3.431, 3.260], [2.818, 3.886, 1.684], [-3.005, -1.071, 4.441], [-4.323, -2.935, 3.538], [-3.818, -3.785, 1.215], [-2.058, -2.666, -0.081], [0.665, 0.546, -6.903], [-0.355, -0.342, -6.596], [-0.531, -0.788, -5.289], [0.319, -0.348, -4.282], [1.338, 0.555, -4.596], [1.517, 0.993, -5.898], [0.178, -0.855, -2.533], [-1.290, -1.954, -2.543], [-2.547, -1.345, -2.590], [-3.703, -2.114, -2.609], [-3.611, -3.501, -2.571], [-2.365, -4.114, -2.526], [-1.206, -3.345, -2.519], [1.566, -2.015, -2.336], [2.113, -2.696, -3.392], [3.190, -3.586, -3.189], [3.701, -3.756, -1.934], [3.163, -3.053, -0.825], [3.707, -3.204, 0.476], [3.169, -2.510, 1.518], [2.066, -1.646, 1.307], [1.480, -1.445, 0.078], [2.065, -2.172, -1.010], [0.795, 0.893, -7.921], [-1.021, -0.694, -7.375], [-1.329, -1.486, -5.065], [2.002, 0.906, -3.812], [2.314, 1.688, -6.130], [-2.618, -0.264, -2.594], [-4.671, -1.627, -2.636], [-4.512, -4.106, -2.578], [-2.292, -5.195, -2.493], [-0.235, -3.825, -2.474], [1.725, -2.553, -4.394], [3.610, -4.125, -4.031], [4.535, -4.429, -1.766], [4.550, -3.872, 0.622], [3.584, -2.618, 2.514], [1.671, -1.132, 2.180], [-3.214, 2.738, 1.083], [-2.804, 2.437, -0.366], [-1.858, 3.548, -0.831], [-2.152, 1.062, -0.397], [-4.020, 2.365, -1.300], [-5.335, 2.352, -0.839], [-6.405, 2.172, -1.713], [-6.184, 2.003, -3.071], [-4.877, 2.021, -3.549], [-3.815, 2.202, -2.675], [-2.312, 2.892, 1.679], [-3.771, 1.907, 1.526], [-3.825, 3.646, 1.144], [-0.999, 3.607, -0.163], [-2.368, 4.517, -0.833], [-1.475, 3.360, -1.836], [-2.972, 0.341, -0.287], [-5.541, 2.476, 0.216], [-7.417, 2.166, -1.324], [-7.016, 1.861, -3.750], [-4.683, 1.896, -4.609], [-2.803, 2.200, -3.065]]}


No. 3
{"formula": "C13H42F5NO15S2Y", "method": "ωB97M-V/def2-TZVPD", "lumo_ev": -8.421, "homo_energy_ev": -10.0323, "total_charge": 1, "largest_force_ev_per_a": 9.933, "species": ["Y", "N", "S", "O", "O", "F", "S", "O", "O", "F", "C", "O", "O", "C", "F", "F", "F", "C", "C", "H", "H", "H", "H", "H", "H", "C", "O", "H", "H", "H", "H", "C", "O", "H", "H", "H", "H", "C", "O", "H", "H", "H", "H", "C", "O", "H", "H", "H", "H", "C", "O", "H", "H", "H", "H", "C", "O", "H", "H", "H", "H", "C", "O", "H", "H", "H", "H", "C", "O", "H", "H", "H", "H", "C", "O", "H", "H", "H", "H"], "positions_angstrom": [[-2.213, -4.678, 7.027], [5.622, -7.786, 11.627], [5.480, -8.860, 10.625], [5.293, -8.506, 9.194], [4.885, -10.089, 11.123], [7.041, -9.226, 10.531], [3.988, -7.181, 11.472], [2.885, -8.084, 11.640], [3.853, -6.019, 10.555], [4.011, -6.497, 12.921], [0.257, -5.148, 9.822], [0.101, -6.595, 9.988], [-0.807, -4.868, 8.928], [0.520, -4.293, 11.106], [0.896, -2.980, 10.882], [-0.625, -4.237, 11.842], [1.454, -4.795, 11.917], [-0.556, -7.147, 11.186], [-0.733, -8.609, 11.076], [-1.176, -8.950, 12.012], [-1.406, -8.986, 10.306], [0.259, -9.048, 10.968], [-1.560, -6.763, 11.363], [-0.026, -6.985, 12.125], [1.175, -5.096, 9.238], [0.485, -6.386, 15.395], [-0.553, -6.209, 16.423], [0.043, -7.009, 14.616], [0.909, -5.511, 14.904], [1.373, -6.943, 15.695], [-0.204, -5.782, 17.209], [-5.523, -9.802, 9.677], [-4.109, -9.865, 9.529], [-5.951, -8.892, 9.258], [-5.831, -10.649, 9.064], [-5.906, -10.016, 10.675], [-3.935, -9.790, 8.588], [1.762, -10.728, 8.668], [1.609, -12.120, 8.480], [1.842, -10.160, 7.741], [1.065, -10.199, 9.319], [2.692, -10.658, 9.233], [1.944, -12.558, 9.265], [-0.782, -1.904, 14.217], [-1.448, -1.827, 15.435], [-1.418, -1.945, 13.333], [-0.133, -1.040, 14.075], [-0.156, -2.797, 14.226], [-1.998, -2.606, 15.548], [-0.242, -2.019, 7.465], [-1.652, -2.384, 7.416], [-0.005, -1.174, 6.818], [0.112, -1.785, 8.469], [0.360, -2.885, 7.191], [-2.066, -1.546, 7.636], [-2.185, -11.692, 13.119], [-2.053, -10.915, 14.216], [-2.305, -11.228, 12.141], [-1.234, -12.217, 13.025], [-2.873, -12.531, 13.231], [-1.194, -10.516, 14.061], [-3.942, -6.395, 9.801], [-3.738, -6.320, 8.371], [-3.725, -7.412, 10.128], [-3.221, -5.735, 10.284], [-4.960, -6.175, 10.122], [-4.269, -7.011, 7.969], [1.326, -11.456, 13.327], [0.661, -10.235, 13.798], [2.332, -11.082, 13.138], [1.343, -12.270, 14.052], [0.996, -11.849, 12.365], [1.021, -9.540, 13.242], [3.794, -2.956, 8.598], [4.432, -2.347, 7.520], [4.378, -3.203, 9.485], [3.008, -2.312, 8.992], [3.252, -3.828, 8.233], [3.783, -1.864, 7.003]]}


No. 4
{"formula": "C3H12N2OS", "method": "ωB97M-V/def2-TZVPD", "smiles": "NCNCCS.O", "lumo_ev": 0.744, "homo_energy_ev": -9.0587, "largest_force_ev_per_a": 3.502, "species": ["N", "C", "N", "C", "C", "S", "H", "H", "H", "H", "H", "H", "H", "H", "H", "H", "O", "H", "H"], "positions_angstrom": [[-2.544, 1.046, -0.207], [-2.327, -0.196, -0.907], [-1.026, -0.840, -0.636], [0.227, -0.033, -0.576], [1.436, -0.858, -0.038], [3.070, -0.075, -0.314], [-2.191, 1.893, -0.747], [-3.537, 1.225, 0.121], [-2.458, 0.047, -1.982], [-3.157, -0.847, -0.660], [-1.209, -1.504, 0.106], [0.173, 0.852, 0.018], [0.500, 0.356, -1.470], [1.428, -1.785, -0.592], [1.276, -1.103, 1.002], [3.193, 0.570, 0.825], [-1.418, 0.561, 2.417], [-1.890, 0.661, 1.564], [-0.922, 1.428, 2.535]]}


No. 5
{"formula": "C16H15N5O5SSn", "method": "ωB97M-V/def2-TZVPD", "lumo_ev": -0.392, "homo_energy_ev": -8.4812, "largest_force_ev_per_a": 2.185, "species": ["Sn", "O", "C", "O", "C", "C", "C", "C", "C", "N", "C", "O", "O", "H", "H", "H", "N", "C", "O", "C", "C", "C", "C", "N", "C", "H", "H", "H", "H", "H", "H", "S", "C", "N", "C", "C", "N", "H", "H", "H", "H", "H", "H"], "positions_angstrom": [[-2.701, -10.390, 14.444], [-3.775, -13.429, 17.254], [-3.625, -12.447, 16.535], [-2.781, -12.323, 15.587], [-4.512, -11.239, 16.811], [-5.401, -11.183, 17.850], [-6.175, -9.986, 17.989], [-5.981, -8.927, 17.098], [-5.002, -9.045, 16.108], [-4.333, -10.160, 15.980], [-4.687, -7.948, 15.133], [-5.219, -6.845, 15.302], [-3.739, -8.266, 14.288], [-5.548, -12.015, 18.512], [-6.914, -9.861, 18.768], [-6.496, -7.961, 17.168], [-2.109, -7.226, 9.054], [-1.308, -8.095, 8.324], [-0.894, -7.825, 7.208], [-0.821, -9.305, 9.094], [-0.167, -10.308, 8.353], [0.198, -11.469, 9.004], [0.000, -11.557, 10.359], [-0.704, -10.668, 11.060], [-1.118, -9.574, 10.417], [-2.434, -6.432, 8.483], [-2.832, -7.599, 9.678], [0.090, -10.071, 7.319], [0.673, -12.243, 8.430], [0.402, -12.409, 10.942], [-1.625, -8.882, 11.104], [-0.927, -9.319, 16.066], [-1.090, -7.711, 15.384], [-0.773, -7.346, 14.103], [-1.244, -6.012, 13.736], [-2.063, -5.619, 14.933], [-1.670, -6.630, 15.945], [-0.171, -7.926, 13.496], [-1.805, -5.908, 12.785], [-0.388, -5.348, 13.634], [-3.152, -5.673, 14.681], [-1.833, -4.647, 15.290], [-2.205, -6.766, 16.821]]}


No. 6
{"formula": "CBr2OS", "method": "ωB97M-V/def2-TZVPD", "lumo_ev": [-1.297, -1.302], "homo_energy_ev": [-9.2195, -9.2064], "largest_force_ev_per_a": 4.931, "species": ["C", "O", "S", "Br", "Br"], "positions_angstrom": [[0.468, 0.026, -0.124], [-2.127, 0.086, 0.069], [-1.019, 1.007, 0.067], [2.319, 0.775, -0.006], [0.358, -1.894, -0.005]]}


No. 7
{"formula": "C3H12N3S", "method": "ωB97M-V/def2-TZVPD", "lumo_ev": -6.597, "homo_energy_ev": -11.7464, "total_charge": 1, "largest_force_ev_per_a": 5.534, "species": ["C", "S", "C", "H", "H", "H", "H", "H", "H", "N", "C", "N", "N", "H", "H", "H", "H", "H", "H"], "positions_angstrom": [[0.665, -0.735, -0.674], [-0.323, -0.834, -2.207], [0.482, -2.378, -2.841], [1.693, -0.827, -1.017], [0.353, -1.501, 0.020], [0.463, 0.229, -0.249], [-0.006, -2.543, -3.798], [1.528, -2.127, -2.980], [0.257, -3.187, -2.156], [-1.263, 1.936, 2.398], [-0.418, 1.207, 1.538], [-0.926, -0.177, 1.353], [0.756, 2.007, 1.285], [-0.674, 2.159, 3.207], [-1.383, 2.848, 1.940], [-1.421, -0.181, 2.253], [-1.595, 0.194, 0.644], [1.361, 1.326, 0.799], [0.451, 2.583, 0.486]]}


No. 8
{"formula": "C16H17N3O4PS", "method": "ωB97M-V/def2-TZVPD", "lumo_ev": -4.253, "homo_energy_ev": -10.5179, "total_charge": 1, "largest_force_ev_per_a": 4.428, "species": ["C", "C", "C", "C", "C", "C", "N", "S", "N", "C", "C", "P", "O", "O", "C", "O", "C", "O", "C", "C", "C", "C", "C", "C", "H", "H", "H", "H", "H", "H", "H", "H", "H", "H", "H", "H", "H", "N", "H", "H", "H", "H"], "positions_angstrom": [[-2.472, 1.093, 1.976], [-3.054, 0.771, 0.768], [-2.815, -0.653, 0.107], [-1.364, -1.135, 0.442], [-1.257, -2.474, 1.048], [0.074, -3.052, 1.425], [0.322, -4.318, 1.980], [1.983, -4.277, 2.115], [2.456, -2.782, 1.564], [1.269, -2.152, 1.172], [1.164, -0.760, 0.574], [2.694, 0.352, 0.330], [4.047, -0.398, 0.992], [2.312, 1.708, 1.294], [-0.172, -0.245, 0.186], [-0.224, 1.046, -0.350], [-0.484, 1.053, -1.749], [-1.644, 0.995, -2.097], [0.573, 1.187, -2.869], [0.253, 2.178, -3.940], [1.116, 2.427, -5.098], [2.389, 1.686, -5.192], [2.725, 0.697, -4.147], [1.823, 0.421, -2.995], [-2.251, 0.244, 2.677], [-2.238, 2.157, 2.236], [-3.679, 1.571, 0.295], [-3.543, -1.375, 0.598], [-3.070, -0.651, -0.983], [-2.204, -3.057, 1.223], [4.545, -0.731, 0.215], [2.817, 1.659, 2.135], [-0.714, 2.748, -3.876], [0.762, 3.176, -5.858], [3.042, 1.886, -6.086], [3.699, 0.150, -4.273], [2.093, -0.353, -2.244], [-2.194, -0.158, 5.282], [-3.120, -0.400, 4.917], [-2.147, -0.394, 6.277], [-1.478, -0.685, 4.771], [-2.031, 0.846, 5.159]]}


Number 1: E_tot -229.27289 Eh. Number 2: E_tot -3266.33550 Eh. Number 3: E_tot -3037.21797 Eh. Number 4: E_tot -704.40178 Eh. Number 5: E_tot -1881.30863 Eh. Number 6: E_tot -5659.47898 Eh. Number 7: E_tot -683.56606 Eh. Number 8: E_tot -1824.25960 Eh.